A 2-piece molecular cluster, C5H14 overall in a non-equilibrium geometry. Source: the Open Molecules 2025 dataset; level of theory: ωB97M-V/def2-TZVPD.

Each line ends with the natural charge from an NBO analysis.
CARTESIAN COORDINATES (ANGSTROEM)
C -2.00526 0.17523 0.59358  -0.391
C -3.00045 0.88008 -0.32852  -0.604
C -0.71191 0.98712 0.73569  -0.605
H -2.50343 0.11685 1.56289  0.193
H -1.79278 -0.82115 0.20748  0.194
H -3.92677 0.31422 -0.37342  0.207
H -2.65636 0.97619 -1.36100  0.198
H -0.97878 1.97771 1.10884  0.200
H -0.03613 0.49671 1.42632  0.207
H -3.22447 1.89052 0.01128  0.199
H -0.31586 1.18497 -0.26122  0.203
C 2.70110 -1.76337 -0.68139  -0.613
C 2.64989 -0.32455 -0.14613  -0.615
H 3.03596 -1.78502 -1.71526  0.205
H 3.29521 -2.40684 -0.03893  0.207
H 1.67781 -2.14364 -0.70431  0.203
H 1.74298 -0.12469 0.41829  0.206
H 2.59689 0.38516 -0.97345  0.202
H 3.45235 -0.01549 0.51924  0.204

Cartesian forces (eV/Å) of the 6 atoms listed first:
C -0.113 0.833 -0.238
C -0.004 -0.192 -0.291
C -1.132 0.169 -0.227
H 0.197 -0.397 0.111
H -0.042 -0.121 0.174
H -0.231 0.031 0.026

Computed properties:
Total charge = 0
LUMO level = 1.1 eV
Kohn-Sham gap = 0.4604 Ha
Largest force on an atom = 1.17 eV/A
SMILES string = CCC.CC

---

One molecule with the formula C3H4NP in a non-equilibrium geometry. Source: the Open Molecules 2025 dataset; level of theory: ωB97M-V/def2-TZVPD.

Each line ends with the natural charge from an NBO analysis.
CARTESIAN COORDINATES (ANGSTROEM)
C -1.11753 0.26552 -0.31908  -0.072
C 0.02417 0.94574 -0.44701  -0.493
C 0.19819 -1.52017 -0.11927  -0.163
N -1.01747 -1.12498 -0.31299  -0.378
P 1.46546 -0.14702 -0.24991  0.444
H -2.01033 0.79152 -0.37086  0.202
H -0.02104 1.99729 -0.52533  0.228
H 0.45574 -2.49734 -0.12607  0.190
H 1.50306 0.53189 1.08580  0.043

Cartesian forces (eV/Å) of the 6 atoms listed first:
C 1.773 -0.353 -0.962
C 0.067 -0.689 0.169
C -0.855 3.974 0.068
N 0.385 -0.678 0.687
P -0.752 0.835 0.786
H -1.937 0.220 0.044

Computed properties:
Total charge = 0
LUMO level = 0.2 eV
Kohn-Sham gap = 0.3507 Ha
Largest force on an atom = 4.07 eV/A
SMILES string = C1=NC=[PH]=C1

---

An isolated ion of composition C3H9N5O3 and charge +2 in a non-equilibrium geometry. Source: the Open Molecules 2025 dataset; level of theory: ωB97M-V/def2-TZVPD.

Each line ends with the natural charge from an NBO analysis.
CARTESIAN COORDINATES (ANGSTROEM)
C 1.60343 0.24237 0.53241  -0.303
C 0.65026 -0.24987 -0.53424  -0.133
C -1.01746 -0.31895 -0.05930  0.195
N 0.67983 -1.67977 -0.82385  0.101
N -0.98555 1.23318 0.11349  0.123
N -0.97564 -1.00412 1.20770  0.199
N 1.47085 1.65720 0.93247  -0.673
N -1.95506 -0.86141 -0.97000  -0.759
O 1.71828 -2.21615 -0.87153  -0.129
O -1.55471 1.98891 -0.61461  -0.147
O -1.94717 -1.67839 1.24255  -0.162
H 2.64803 -0.16887 0.43932  0.319
H 1.28988 -0.19849 1.49439  0.263
H 0.65792 0.17668 -1.52626  0.272
H 1.91812 2.25704 0.18602  0.450
H 1.96891 1.85774 1.76816  0.465
H 0.55511 2.12370 0.87788  0.473
H -2.64494 -0.14351 -1.32892  0.482
H -2.40787 -1.54389 -0.29529  0.466
H -1.67222 -1.47340 -1.77040  0.496

Cartesian forces (eV/Å) of the 6 atoms listed first:
C -0.694 -1.663 2.173
C -2.338 -0.380 0.449
C 4.611 4.366 -2.505
N -0.315 -1.601 -0.705
N -1.223 1.081 0.512
N -1.184 0.368 0.285

Computed properties:
Total charge = +2
LUMO level = -9.9 eV
Kohn-Sham gap = 0.2913 Ha
Largest force on an atom = 6.83 eV/A
SMILES string = [NH3+]C[C@@H](N=O)C([NH3+])(N=O)N=O

---

An isolated ion of composition C9H15N2 and charge +1 in a non-equilibrium geometry. Source: the Open Molecules 2025 dataset; level of theory: ωB97M-V/def2-TZVPD.

Each line ends with the natural charge from an NBO analysis.
CARTESIAN COORDINATES (ANGSTROEM)
C -2.18833 -1.09211 -0.41096  0.313
C -2.78553 1.02988 0.16858  0.392
C 0.03907 -2.03642 0.30744  -0.401
C 1.22043 -1.06487 0.17228  -0.405
C -1.18110 -1.16872 0.67954  -0.332
C -0.61496 0.26917 0.85506  -0.058
C 0.62736 0.33336 -0.06811  -0.039
C 1.59135 1.44146 0.34658  -0.611
C 0.22615 0.51190 -1.53146  -0.619
N -2.98039 -0.09416 -0.50320  -0.452
N -1.60159 1.30760 0.64723  -0.463
H -2.26471 -1.86628 -1.16434  0.224
H -3.59120 1.75036 0.20584  0.237
H -0.13871 -2.56220 -0.62938  0.220
H 0.23539 -2.78674 1.06946  0.245
H 1.80206 -1.05349 1.09390  0.221
H 1.88267 -1.35367 -0.63999  0.239
H -1.66205 -1.52013 1.59608  0.274
H -0.27066 0.37726 1.88928  0.249
H 1.16301 2.42457 0.16472  0.207
H 2.50660 1.36788 -0.23373  0.239
H 1.85570 1.36359 1.39848  0.218
H -0.28859 1.45653 -1.69473  0.215
H -0.42112 -0.29619 -1.86835  0.200
H 1.11662 0.51079 -2.15403  0.244
H -1.33804 2.24947 0.91288  0.443

Cartesian forces (eV/Å) of the 6 atoms listed first:
C -0.264 0.084 0.528
C 0.825 0.698 0.325
C 0.109 0.050 0.079
C -0.068 0.103 -0.001
C 0.176 0.205 0.051
C 0.878 -0.665 0.002

Computed properties:
Total charge = +1
LUMO level = -5.2 eV
Kohn-Sham gap = 0.3514 Ha
Largest force on an atom = 1.39 eV/A
SMILES string = CC1(C)CC[C@@H]2C=NC=[NH+][C@@H]21

---

An isolated ion of composition C2H2NO2S and charge +1 in a non-equilibrium geometry. Source: the Open Molecules 2025 dataset; level of theory: ωB97M-V/def2-TZVPD.

Each line ends with the natural charge from an NBO analysis.
CARTESIAN COORDINATES (ANGSTROEM)
C 0.83035 -0.76156 -0.31011  0.288
C 0.87892 0.50127 0.28617  -0.370
N -1.71885 0.37967 0.12136  0.033
O -2.81567 0.10170 -0.15785  0.014
O -0.17866 -1.35298 -0.63060  -0.386
S -0.59293 1.33854 0.52959  0.930
H 1.82787 -1.22523 -0.43776  0.197
H 1.76898 1.01860 0.59920  0.295

Cartesian forces (eV/Å) of the 6 atoms listed first:
C 1.571 -1.927 -0.793
C -1.378 0.956 0.400
N -1.570 -2.903 -0.710
O 0.667 0.863 0.260
O -0.506 0.293 -0.072
S 1.340 2.572 0.758

Computed properties:
Total charge = +1
LUMO level (alpha / beta) = -7.4 / -8.4 eV
Kohn-Sham gap (alpha / beta) = 0.2968 / 0.2465 Ha
Largest force on an atom = 3.38 eV/A

---

A 2-piece molecular cluster, CH2ClPS overall in a non-equilibrium geometry. Source: the Open Molecules 2025 dataset; level of theory: ωB97M-V/def2-TZVPD.

Each line ends with the natural charge from an NBO analysis.
CARTESIAN COORDINATES (ANGSTROEM)
C -1.55976 0.04878 0.00227  -0.518
P 3.09618 0.96721 -0.25651  0.268
S -1.08833 0.12568 1.50206  0.120
Cl 2.72579 -0.95743 -0.07633  -0.267
H -2.23455 -0.78289 -0.33150  0.198
H -0.93933 0.59866 -0.83998  0.199

Forces on the atoms, in the same order (eV/Å):
C 1.351 -0.659 -2.852
P 0.146 0.896 -0.077
S 0.109 0.357 1.186
Cl -0.185 -0.897 0.086
H 0.265 1.161 0.098
H -1.686 -0.859 1.558

Computed properties:
Total charge = 0
LUMO level (alpha / beta) = -1.3 / -1.3 eV
Kohn-Sham gap (alpha / beta) = 0.2592 / 0.2569 Ha
Largest force on an atom = 3.22 eV/A